[1]
The following is a DFT calculation (ωB97M-V with the def2-TZVPD basis set) of a molecular structure, C9H8N2O2 at a distorted geometry.

Atoms and positions in Å:
O: -2.4986 -1.7255 -0.4350
O: 2.0087 2.0388 -0.8512
N: -0.0082 -1.7445 -0.7254
N: 2.5006 0.0300 0.1006
C: -1.9719 -0.5011 -0.1608
C: -0.6354 1.8964 0.0170
C: -2.0553 1.7740 0.2405
C: 2.1914 -1.2382 0.6738
C: -2.6774 0.5958 0.1094
C: 0.1952 0.7206 -0.1914
C: -0.5214 -0.4545 -0.3044
C: 1.2882 -1.9410 -0.2803
C: 1.6270 1.1172 -0.2674
H: -3.1139 -1.8529 0.2060
H: 2.8878 -1.6701 1.0828
H: -3.6422 0.8794 0.1112
H: -2.7151 2.8183 0.3572
H: 1.6260 -0.7248 1.4773
H: 1.9558 -3.0647 -0.5763
H: -0.0499 2.9949 -0.3178
H: 3.6087 0.0521 -0.2657

[2]
The following is a DFT calculation (ωB97M-V with the def2-TZVPD basis set) of a molecular structure, C9H8N2O4V at a distorted geometry.

Atoms and positions in Å:
V: -0.1466 -0.2864 -0.2362
O: -2.7351 1.3706 -0.9703
O: 2.1897 -2.3363 0.3201
O: 1.4069 0.9640 -2.6436
O: -1.8492 -1.7915 1.9757
N: 1.3888 1.9017 0.5326
N: 0.4789 0.9403 0.8844
C: 1.2781 -1.6875 0.0054
C: -1.5613 -2.6321 -1.5947
C: 0.1914 1.1560 2.1946
C: 1.6667 2.6948 1.5663
C: -1.2428 -1.2774 1.1242
C: 0.7963 0.4390 -1.7910
C: 0.9159 2.2368 2.6361
C: -1.8363 0.6516 -0.8058
C: -0.8619 -2.0545 -2.5994
H: -2.5444 -2.2130 -1.2749
H: 0.9008 2.6492 3.6359
H: 0.2299 -2.2730 -2.7412
H: -1.0610 -3.3350 -0.8875
H: 2.3637 3.5109 1.4659
H: -0.5028 0.5320 2.7207
H: 1.7931 1.9894 -0.3853
H: -1.2588 -1.1496 -3.1318

The spin multiplicity is 4. Its total charge is +2.

[3]
The following is a DFT calculation (ωB97M-V with the def2-TZVPD basis set) of C9H8N2OS in the gas phase at a distorted geometry.

Atoms and positions in Å:
S: -0.3575 -1.8189 -0.7334
O: -1.3904 0.8677 -2.1083
N: -2.3966 -0.4093 0.8203
N: -1.4136 -0.1584 -0.0364
C: -3.3114 0.9315 -0.7810
C: 1.4955 -1.0837 1.0304
C: 2.4854 -0.2612 1.4204
C: 3.1552 0.5881 0.5110
C: 1.1025 -1.0316 -0.3386
C: 1.7652 -0.3117 -1.2716
C: 2.7907 0.5501 -0.8468
C: -3.4926 0.2831 0.4205
C: -2.0109 0.5595 -1.1202
H: 1.2582 -0.1958 -2.2978
H: 2.7036 -0.2344 2.5627
H: -4.1110 1.2945 -1.3712
H: 0.8538 -1.6388 1.8232
H: -2.1073 -0.6052 1.8841
H: 3.2768 1.2210 -1.6018
H: 3.9624 1.0505 0.9448
H: -4.2580 0.4028 1.0895

The spin multiplicity is 3.

[4]
The following is a DFT calculation (ωB97M-V with the def2-TZVPD basis set) of a gas-phase ion, C9H8N3O2 (charge -1) at a distorted geometry.

Atoms and positions in Å:
O: -0.3413 -3.3582 -2.1768
O: 1.5930 -2.3323 -1.8303
N: -1.9725 -2.2458 0.8604
N: -1.5962 -2.3501 -0.3904
N: -1.1301 -1.5795 1.4810
C: 1.3204 0.8246 0.1123
C: -0.4864 2.7636 0.8323
C: -0.3601 -1.6105 -0.6679
C: 1.6421 2.2171 -0.0675
C: 0.0110 -1.0553 0.7612
C: 0.7100 3.1816 0.2797
C: 0.3967 -2.4966 -1.6914
C: 0.1670 0.4501 0.6748
C: -0.7253 1.3457 1.0730
H: 2.6148 2.5068 -0.4890
H: -1.7200 1.1737 1.4836
H: 0.9264 4.1518 0.0345
H: -1.2422 3.4974 0.9584
H: 0.9563 -1.5713 1.0535
H: -2.0718 -2.9702 -1.0589
H: -0.7209 -0.6129 -1.0838
H: 2.0288 0.0703 -0.1488

The SMILES is O=C([O-])[C@H]1NN=N[C@@H]1c1ccccc1. Its total charge is -1.

no.,E (hartree)
1,-607.53571
2,-1701.51053
3,-930.50127
4,-662.49432